a) Computed, not measured: a 2-piece molecular cluster, C6H10N2O3 overall, with the ωB97M-V functional and the def2-TZVPD basis.

Values from the calculation:
spin multiplicity: 1
LUMO: -0.0020 hartree
net charge: 0
structure (SMILES): CCCC(=O)O.N#CC(N)=O
gap between HOMO and LUMO: 0.3894 Ha
HOMO energy: -10.6511 eV

XYZ file:
```
21
C6H10N2O3 the ωB97M-V functional and the def2-TZVPD basis
C 0.2561 0.4144 2.9360
C -1.1918 0.0522 2.5698
C -1.4336 -0.9403 1.4298
C -1.0247 -0.5081 0.0752
O -1.2927 0.4555 -0.5787
O -0.2224 -1.4668 -0.4220
H 0.9643 -0.3585 3.0176
H 0.3948 0.9820 3.8913
H 0.8596 1.0044 2.1727
H -1.7006 -0.3328 3.5391
H -1.8152 1.0222 2.2802
H -0.9323 -1.7913 1.7143
H -2.5634 -1.2716 1.5690
H 0.2302 -1.4996 -1.3235
N 3.1258 0.7849 -4.8916
C 2.4012 0.2904 -4.1642
C 1.3363 0.0104 -3.2029
N 0.7143 1.1249 -2.7477
O 0.9806 -1.0879 -2.8085
H 1.0829 2.0153 -2.8274
H -0.1694 1.1005 -2.2286
```

Formally, the natural (NBO) partial charges of the atoms, in units of the elementary charge, are as follows: C -0.637; C -0.390; C -0.515; C 0.814; O -0.631; O -0.741; H 0.211; H 0.220; H 0.207; H 0.212; H 0.211; H 0.231; H 0.244; H 0.537; N -0.226; C 0.175; C 0.597; N -0.770; O -0.597; H 0.397; H 0.450

b) Computed, not measured: one molecule with the formula C6H10N2O3, with the ωB97M-V functional and the def2-TZVPD basis.

Values from the calculation:
spin multiplicity: 1
LUMO: 0.0118 hartree
net charge: 0
gap between HOMO and LUMO: 0.3008 Ha
HOMO energy: -7.8641 eV

XYZ file:
```
21
C6H10N2O3 the ωB97M-V functional and the def2-TZVPD basis
C 1.8806 1.1360 -0.7345
C 1.6965 -1.2449 -0.2561
C -1.0406 0.0332 0.9627
C -2.5166 -0.3585 -1.1855
C 3.7584 0.1974 0.2007
C -1.1326 0.3318 -0.5709
N 2.4094 0.0956 -0.2726
N -0.0751 -0.1443 -1.3977
O 1.7690 2.2621 -1.0540
O 2.1420 -2.1295 0.3604
O 0.5206 -1.2947 -0.8095
H 0.0362 0.3089 1.2061
H -1.7705 0.6592 1.5971
H -1.3948 -0.9884 1.2529
H -2.3434 -0.7008 -2.2284
H -3.3488 0.3499 -1.2596
H -2.6220 -1.2082 -0.5519
H 3.7656 1.2153 0.7592
H 4.0201 -0.5794 0.9947
H 4.6099 0.3397 -0.5798
H -1.1292 1.3879 -0.7146
```

Formally, the natural (NBO) partial charges of the atoms, in units of the elementary charge, are as follows: C 0.915; C 0.920; C -0.641; C -0.627; C -0.440; C -0.096; N -0.541; N -0.308; O -0.450; O -0.545; O -0.367; H 0.191; H 0.223; H 0.223; H 0.220; H 0.208; H 0.199; H 0.215; H 0.264; H 0.231; H 0.202

Verdict on stability: a) comes out on top.